The following is a DFT calculation (ωB97M-V with the def2-TZVPD basis set) of an isolated molecule of C5H11NO.

Output
HOMO-LUMO gap: 7.7 eV
max |F|: 0.0130 hartree/bohr
energy: -8898.11042 eV
relative energy (zero: lowest compared OMol25 entry of this formula, charge and spin): 346.1 kJ/mol
HOMO: -7.065 eV

```
! wB97M-V def2-TZVPD RIJCOSX def2/J DEFGRID3
* xyz 0 1
C -2.06573 0.43295 -0.90142
C -1.41216 -0.04423 0.38271
N 0.03779 0.25750 0.44829
C 0.57751 0.06213 1.92690
C 0.85919 -0.55765 -0.45030
O 0.41726 -1.55427 -0.96111
C 2.24345 -0.00654 -0.66595
H -3.13318 0.19754 -0.87275
H -1.63780 -0.06691 -1.77482
H -1.97115 1.51779 -1.02480
H -1.49566 -1.12632 0.49735
H -1.83453 0.43305 1.27057
H -0.08148 -0.73492 2.29998
H 1.56061 -0.42192 1.80287
H 0.17980 1.24535 0.24607
H 2.26887 0.50756 -1.63295
H 2.95443 -0.83213 -0.71215
H 2.53278 0.69102 0.12151
*
```

---

The following is a DFT calculation (ωB97M-V with the def2-TZVPD basis set) of C8H14F6Ni2O8 as an isolated structure at a distorted geometry.

Output
HOMO-LUMO gap (spin up / spin down): 8.7 / 5.6 eV
max |F|: 0.0539 hartree/bohr
energy: -123284.64953 eV
HOMO (spin up / spin down): -13.255 / -13.255 eV
expectation value of S²: 8.76

```
! wB97M-V def2-TZVPD RIJCOSX def2/J DEFGRID3
* xyz 1 6
Ni 8.36688 11.15177 -10.93690
Ni 9.43375 13.45175 -10.01762
O 9.77897 15.32998 -9.78129
H 10.36794 16.02616 -9.43061
O 8.18661 11.95001 -9.11050
H 7.68160 11.38613 -8.49281
O 10.27100 11.72113 -10.87572
H 11.07556 11.24098 -11.15265
O 8.16218 13.12910 -11.51835
H 7.44527 13.76730 -11.70078
C 12.26554 11.24134 -4.90396
C 11.46930 12.02907 -6.00672
O 12.43667 12.57571 -6.90649
C 11.99297 13.17355 -8.00630
O 10.86423 13.12472 -8.45504
C 13.09063 13.91847 -8.72258
F 12.90567 15.25932 -8.70462
F 14.30367 13.66835 -8.27479
F 13.01489 13.56747 -10.01278
H 11.66904 10.90200 -4.05712
H 13.05627 11.87128 -4.49652
H 12.73720 10.35030 -5.31832
H 10.84827 12.80252 -5.55485
H 10.85247 11.31346 -6.55034
C 5.91444 15.02676 -9.28566
C 5.44198 14.37245 -8.00350
O 4.49368 15.27121 -7.51805
C 3.87461 15.08265 -6.35121
O 3.96871 14.12387 -5.65259
C 2.89024 16.21149 -5.95905
F 3.00231 17.32531 -6.65515
F 1.62580 15.81002 -6.13420
F 3.04596 16.42964 -4.67574
H 6.40759 15.98266 -9.10913
H 5.14180 15.10438 -10.05059
H 6.72622 14.48445 -9.77044
H 6.30981 14.30651 -7.34727
H 5.02106 13.38657 -8.20091
*
```

---

The following is a DFT calculation (ωB97M-V with the def2-TZVPD basis set) of C28H25FeN7O5S as an isolated structure.

Output
HOMO-LUMO gap (spin up / spin down): 7.2 / 7.3 eV
max |F|: 0.0086 hartree/bohr
energy: -95327.92012 eV
relative energy (zero: lowest compared OMol25 entry of this formula, charge and spin): 52.4 kJ/mol
HOMO (spin up / spin down): -10.823 / -10.823 eV
expectation value of S²: 0.85

```
! wB97M-V def2-TZVPD RIJCOSX def2/J DEFGRID3
* xyz 1 2
Fe -0.21136 0.79709 -0.96025
N 2.13190 3.25986 2.18846
C 1.34007 2.94560 1.15542
N 1.37774 1.81339 0.53445
C 2.35417 0.88915 0.87441
N 2.61596 -0.07338 0.05126
N 1.82590 0.10695 -1.05777
C 2.34189 0.02092 -2.20974
C 1.49296 0.54587 -3.28381
C 1.80100 0.48740 -4.62680
C 0.96050 1.12824 -5.52845
C -0.13562 1.82123 -5.05278
C -0.39430 1.82281 -3.69002
N 0.40014 1.18744 -2.83001
C 3.11100 1.07872 2.10372
C 3.97474 0.11280 2.62537
C 4.69532 0.38242 3.76771
C 4.57373 1.62350 4.39680
C 3.73311 2.59351 3.89203
C 2.99982 2.31287 2.74346
H 2.07131 4.17776 2.59795
H 0.61578 3.68434 0.82558
H 3.37355 -0.27475 -2.37380
H 2.68868 -0.03715 -4.95435
H 1.17367 1.09631 -6.58851
H -0.79998 2.35354 -5.71765
H -1.24108 2.34263 -3.26627
H 4.06805 -0.83475 2.11152
H 5.36402 -0.36342 4.17553
H 5.14793 1.83092 5.28996
H 3.64207 3.55768 4.37750
O -3.92179 -0.06375 -2.14937
C -3.02289 0.25124 -1.41149
O -1.77546 0.31257 -1.83789
C -3.21097 0.51976 0.07447
C -2.26044 -0.40387 0.84420
C -2.61147 -0.46737 2.32072
C -2.16695 0.92692 2.80848
C -1.61687 1.54683 1.53178
O -1.01772 0.39347 0.84953
C -2.71388 1.93245 0.54233
C -2.12979 2.74157 -0.61524
O -2.78382 3.51385 -1.26695
O -0.82736 2.55026 -0.81106
H -4.25382 0.33724 0.31759
H -2.08422 -1.36128 0.37150
H -3.67569 -0.65061 2.45745
H -2.06164 -1.26404 2.81752
H -2.98176 1.52140 3.21871
H -1.38677 0.85008 3.56338
H -0.86526 2.30861 1.68166
H -3.51546 2.50609 1.00091
N -2.37194 -6.20835 -0.76486
C -1.60456 -5.57219 0.12994
S -1.28155 -6.20389 1.61070
C -1.06231 -4.23690 -0.30786
C -0.15055 -3.56747 0.50060
C 0.30121 -2.31778 0.12360
N -0.10155 -1.69721 -0.98916
C -0.94005 -2.35425 -1.79143
C -1.43785 -3.61160 -1.49434
H -2.76704 -7.09620 -0.50422
H -2.59174 -5.83754 -1.67039
H 0.18229 -4.02301 1.42141
H 1.01310 -1.78245 0.74163
H -1.25886 -1.83823 -2.68886
H -2.13722 -4.04383 -2.19594
*
```

---

The following is a DFT calculation (ωB97M-V with the def2-TZVPD basis set) of a 12-piece molecular cluster, C34H68O33S7 overall at a distorted geometry.

Output
HOMO-LUMO gap: 9.0 eV
max |F|: 0.0458 hartree/bohr
energy: -179764.26638 eV
relative energy (zero: lowest compared OMol25 entry of this formula, charge and spin): 0.0 kJ/mol
HOMO: -9.462 eV
SMILES string: O=S1(=O)OCCO1.O=S1(=O)OCCO1.O=S1(=O)OCCO1.O=S1(=O)OCCO1.O=S1(=O)OCCO1.O=S1(=O)OCCO1.O=S1(=O)OCCO1.C1CCOC1.C1CCOC1.C1CCOC1.C1CCOC1.C1CCOC1

```
! wB97M-V def2-TZVPD RIJCOSX def2/J DEFGRID3
* xyz 0 1
O 9.99000 -5.94430 0.10482
S 9.23338 -5.71136 -1.07571
O 7.82076 -5.86157 -1.00829
O 9.64059 -4.37365 -1.86025
C 10.33376 -4.59417 -3.08180
C 10.08099 -6.03547 -3.45851
O 9.74858 -6.71444 -2.23972
H 9.92286 -3.95786 -3.87021
H 11.37113 -4.26079 -3.01025
H 10.94034 -6.54393 -3.89439
H 9.21850 -6.18773 -4.10567
O 13.16257 -4.54379 -9.85722
S 11.86714 -4.38753 -9.30500
O 10.74183 -4.15334 -10.13649
O 11.55635 -5.61414 -8.30911
C 11.57495 -5.22794 -6.96033
C 11.65290 -3.70119 -6.85398
O 11.89637 -3.25283 -8.18607
H 10.78661 -5.66633 -6.33905
H 12.42292 -5.67947 -6.42840
H 12.43191 -3.48188 -6.12514
H 10.72754 -3.18563 -6.59597
O 11.86067 -11.08847 -0.90484
S 11.25423 -10.19368 -1.82564
O 11.95630 -9.03295 -2.26014
O 10.64813 -10.98554 -3.04796
C 9.36058 -11.48698 -2.69932
C 8.75408 -10.34274 -1.88163
O 9.82995 -9.70471 -1.19016
H 8.83999 -11.81966 -3.58988
H 9.39787 -12.33167 -2.00594
H 8.02746 -10.76793 -1.18559
H 8.18864 -9.57365 -2.41247
O 15.49379 -4.51405 0.72318
S 15.26796 -5.82618 0.23653
O 16.37421 -6.70565 0.07319
O 14.07006 -6.57833 1.00501
C 13.12184 -7.15655 0.12902
C 13.15947 -6.31770 -1.15716
O 14.48404 -5.75535 -1.15501
H 13.38372 -8.19732 -0.06949
H 12.12328 -7.04334 0.54330
H 12.49098 -5.45873 -1.04759
H 12.98731 -6.80067 -2.11204
O 16.27749 -9.15713 -13.38869
S 17.35915 -8.72545 -12.57233
O 18.28095 -7.80865 -13.14163
O 16.74874 -8.05322 -11.21326
C 16.64952 -9.07679 -10.23389
C 17.89102 -9.93173 -10.41165
O 17.98904 -10.02157 -11.85443
H 16.60788 -8.62065 -9.24145
H 15.67508 -9.56603 -10.30113
H 17.58457 -10.94791 -10.17953
H 18.74114 -9.46000 -9.93885
O 9.29488 -8.58376 -5.03690
S 9.84514 -9.13525 -6.23303
O 11.11731 -8.71079 -6.68725
O 9.71062 -10.73907 -6.19827
C 8.39275 -11.10261 -6.63259
C 8.02407 -10.10888 -7.70977
O 8.81885 -8.94973 -7.47114
H 8.33447 -12.12282 -6.99429
H 7.75157 -10.90249 -5.76727
H 6.96523 -9.85425 -7.69765
H 8.26206 -10.47533 -8.71106
O 12.16521 -10.81186 -10.90597
S 12.91794 -11.87648 -10.34097
O 13.60006 -12.74153 -11.23062
O 13.96973 -11.34310 -9.23054
C 13.45163 -11.40176 -7.88570
C 12.02031 -12.00368 -8.01364
O 12.05780 -12.66425 -9.26524
H 14.15313 -11.90935 -7.23164
H 13.35941 -10.35335 -7.61223
H 11.35383 -11.14396 -8.01705
H 11.76824 -12.74353 -7.26242
C 16.20895 -7.12320 -4.76603
C 14.82375 -7.07254 -4.16091
C 13.99247 -8.17813 -4.84579
O 14.74463 -8.49455 -6.01356
C 15.95285 -7.72010 -6.14756
H 16.87915 -7.68459 -4.11912
H 16.56911 -6.10366 -4.90987
H 14.30289 -6.11365 -4.23902
H 14.88422 -7.25858 -3.08454
H 13.02007 -7.79207 -5.16384
H 13.80957 -9.00674 -4.15872
H 15.76067 -6.95706 -6.90969
H 16.74224 -8.36271 -6.53525
C 15.37935 -3.00821 -4.98556
C 14.69709 -1.74947 -5.46868
C 13.47244 -1.53947 -4.54711
O 13.38904 -2.78502 -3.83565
C 14.70688 -3.27182 -3.63349
H 16.45206 -2.85573 -4.83393
H 15.39619 -3.87513 -5.65140
H 14.49456 -1.74969 -6.53898
H 15.33652 -0.88476 -5.27540
H 12.49237 -1.37800 -4.99918
H 13.57100 -0.70273 -3.84798
H 14.83108 -4.28920 -3.27065
H 15.17198 -2.64617 -2.85890
C 19.36881 -4.85259 -3.27852
C 18.81775 -5.60371 -2.06231
C 18.99321 -4.58815 -0.91075
O 19.17275 -3.32204 -1.57256
C 18.94144 -3.43075 -2.97708
H 18.87072 -5.22707 -4.17675
H 20.45564 -4.80950 -3.33455
H 19.55702 -6.40866 -2.01214
H 17.81508 -5.98307 -2.23796
H 19.83820 -4.91307 -0.30676
H 18.07434 -4.49672 -0.33080
H 19.53728 -2.63632 -3.42928
H 17.88427 -3.23618 -3.21031
C 19.57028 -10.32353 -2.22366
C 19.10863 -10.56244 -3.66158
C 17.96484 -11.56383 -3.57215
O 18.28580 -12.26038 -2.34913
C 18.70776 -11.28774 -1.39430
H 19.35629 -9.31313 -1.86522
H 20.62941 -10.51805 -2.08016
H 19.89346 -11.02109 -4.27372
H 18.86573 -9.71434 -4.30986
H 17.91589 -12.43272 -4.22669
H 16.97726 -11.10048 -3.43597
H 19.25293 -11.87090 -0.65082
H 17.81650 -10.88019 -0.90217
C 20.88498 -6.03426 -7.47455
C 19.95202 -5.55684 -8.54938
C 18.63704 -5.35111 -7.81871
O 18.64369 -6.41279 -6.85535
C 19.97449 -6.70491 -6.40457
H 21.46390 -5.26897 -6.94014
H 21.71700 -6.62722 -7.86364
H 19.78519 -6.44433 -9.16319
H 20.23945 -4.72749 -9.19201
H 17.83970 -5.53517 -8.54143
H 18.47820 -4.37051 -7.36147
H 20.23989 -7.76017 -6.37655
H 20.16740 -6.20707 -5.45593
*
```